Density functional theory data (the ωB97M-V functional and the def2-TZVPD basis) for a 2-piece molecular cluster, C4H12 overall.

Each line ends with the Löwdin charge.
Positions of all 16 atoms, in Å:
C -1.01426 -2.91282 -0.66078  -0.164
C -0.47043 -1.47605 -0.81160  -0.172
H -0.24378 -3.56402 -0.24123  0.057
H -1.81769 -2.94062 0.07987  0.058
H -1.37574 -3.37016 -1.57789  0.056
H 0.60535 -1.48289 -0.64482  0.059
H -0.65504 -1.08661 -1.80845  0.062
H -0.91966 -0.80270 -0.08447  0.043
C 0.32128 1.61877 0.47957  -0.194
C 1.13014 2.79211 0.99164  -0.176
H -0.59082 1.86807 -0.05807  0.065
H 0.84044 1.06266 -0.31157  0.057
H 0.11554 0.93549 1.30488  0.064
H 2.02899 2.45372 1.51015  0.064
H 0.54699 3.45754 1.63133  0.062
H 1.49871 3.44751 0.20144  0.060

Values from the calculation:
HOMO energy = -11.66 eV
strongest force on any atom = 0.78 eV/A
ΔE to the lowest compared entry with this formula, charge and spin = 0.2244 eV
orbital gap = 0.4699 Eh
SMILES string = CC.CC
energy = -4342.304 eV
LUMO level = 1.13 eV

=====

Density functional theory data (the ωB97M-V functional and the def2-TZVPD basis) for an isolated ion of composition C3H4N3 and charge +1 in a non-equilibrium geometry.

Each line ends with the Löwdin charge.
Positions of all 10 atoms, in Å:
C 0.89419 1.50632 0.72825  0.290
C 0.19247 0.34516 0.66416  -0.267
N 0.89273 -0.52237 -0.40649  0.160
C -0.02021 -1.26435 -0.82786  -0.046
N -1.28420 -0.85359 -0.20758  0.138
N -1.08560 -0.03986 0.75631  0.188
H 1.13263 2.21640 1.53351  0.119
H 1.52904 1.57212 -0.25582  0.154
H -0.03225 -1.92183 -1.59105  0.108
H -2.21880 -1.03799 -0.39344  0.156

Values from the calculation:
HOMO energy = -16.37 eV
strongest force on any atom = 4.68 eV/A
ΔE to the lowest compared entry with this formula, charge and spin = 1.5225 eV
orbital gap = 0.3254 Eh
SMILES string = C=C1N=C[NH+]=N1
total charge = +1
energy = -7634.784 eV
LUMO level = -7.52 eV

=====

Density functional theory data (the ωB97M-V functional and the def2-TZVPD basis) for a 10-piece molecular cluster, C36H84N4O24S6 overall in a non-equilibrium geometry.

Each line ends with the Löwdin charge.
Positions of all 154 atoms, in Å:
O 7.85677 2.49304 -1.42935  -0.264
S 7.49787 2.80383 -0.01646  0.771
O 8.48646 2.86082 1.04787  -0.232
O 6.31574 3.97847 0.11385  -0.243
C 5.03634 3.59811 -0.43198  -0.139
C 5.05790 2.08233 -0.11505  -0.194
O 6.30477 1.75131 0.46514  -0.212
H 4.29697 4.05910 0.22294  0.108
H 4.86537 3.85496 -1.47740  0.109
H 4.80411 1.48882 -0.99336  0.117
H 4.29510 1.85644 0.63008  0.100
O -7.13059 -1.65066 1.27272  -0.225
S -5.74880 -1.60610 1.78560  0.751
O -4.64232 -1.82819 0.83086  -0.255
O -5.47217 -0.27106 2.70043  -0.178
C -4.62444 -0.45244 3.75417  -0.209
C -4.77195 -1.95859 4.05769  -0.188
O -5.56264 -2.54641 3.09002  -0.189
H -3.56975 -0.24933 3.56851  0.108
H -4.89764 0.06249 4.67521  0.132
H -5.30686 -2.10372 4.99626  0.136
H -3.81365 -2.45630 3.90921  0.134
O -4.39806 -1.40451 -4.56721  -0.260
S -4.41855 0.03837 -4.29564  0.748
O -5.73060 0.67574 -4.08406  -0.231
O -3.37160 0.33213 -3.07179  -0.208
C -2.00894 0.30261 -3.54681  -0.152
C -2.04533 0.74826 -5.01048  -0.163
O -3.41682 0.81021 -5.36314  -0.199
H -1.35926 0.86365 -2.87506  0.122
H -1.67475 -0.73447 -3.51732  0.099
H -1.46687 0.10319 -5.67181  0.130
H -1.62869 1.75249 -5.08818  0.125
O -2.27661 -3.36570 -4.20740  -0.233
S -1.25419 -3.68905 -5.16930  0.766
O 0.14534 -3.53577 -4.78129  -0.240
O -1.41927 -5.27979 -5.67368  -0.194
C -1.18271 -5.49694 -7.02217  -0.204
C -0.83209 -4.10949 -7.64570  -0.182
O -1.46004 -3.22229 -6.77184  -0.210
H -0.34814 -6.18597 -7.15195  0.129
H -2.01897 -5.95974 -7.54619  0.126
H -1.04468 -4.06133 -8.71369  0.142
H 0.23025 -3.99626 -7.42961  0.118
O -0.71734 4.20559 3.00135  -0.259
S -1.99677 3.78736 3.58741  0.739
O -3.12896 3.67182 2.67891  -0.225
O -1.81090 2.45435 4.58745  -0.216
C -1.70573 2.73970 5.93149  -0.203
C -1.54777 4.29955 6.04871  -0.144
O -2.29237 4.75006 4.91393  -0.214
H -2.59953 2.47676 6.49726  0.123
H -0.89224 2.16998 6.38067  0.133
H -0.50086 4.58293 5.94016  0.121
H -2.00339 4.73418 6.93843  0.135
O -6.70295 -5.18132 0.45428  -0.236
S -6.18760 -5.13488 -0.89759  0.714
O -6.17596 -6.34937 -1.75464  -0.276
O -6.93088 -3.90665 -1.72821  -0.242
C -6.13381 -3.49000 -2.88969  -0.115
C -4.69733 -3.40918 -2.17094  -0.103
O -4.74604 -4.32865 -0.97053  -0.254
H -6.13855 -4.31746 -3.59918  0.113
H -6.55263 -2.60741 -3.37315  0.121
H -4.60345 -2.34845 -1.93823  0.106
H -3.91639 -3.78413 -2.83248  0.084
C 3.81538 6.24278 -3.17354  -0.082
C 2.69490 5.28809 -3.49940  -0.290
N 2.08468 4.70682 -2.32296  -0.172
C 1.20531 5.69136 -1.61862  -0.191
C 1.14831 5.18235 -0.12007  -0.063
C 1.26684 3.51575 -2.69309  -0.239
C 2.15785 2.33959 -3.20405  -0.075
H 4.57084 6.04596 -2.41286  0.071
H 3.31878 7.14744 -2.82271  0.058
H 4.25669 6.56222 -4.11764  0.077
H 1.95086 5.81933 -4.09293  0.117
H 3.05577 4.57834 -4.24380  0.101
H 1.57260 6.70877 -1.75312  0.099
H 0.22347 5.75675 -2.08745  0.108
H 2.10919 4.93313 0.33016  0.043
H 0.63178 5.92550 0.48741  0.068
H 0.52718 4.29536 0.00463  0.053
H 0.44722 3.64621 -3.39970  0.105
H 0.75140 3.10252 -1.82611  0.085
H 2.91608 2.22898 -2.42885  0.050
H 2.64475 2.58511 -4.14785  0.057
H 1.65638 1.37856 -3.31832  0.062
C -0.07999 -9.43032 2.91198  -0.098
C -0.31942 -9.02764 1.46791  -0.272
N -1.01915 -7.72955 1.38414  -0.178
C -1.49111 -7.56288 -0.04287  -0.222
C -2.38947 -6.31870 -0.21573  -0.079
C -0.17543 -6.57372 1.81108  -0.221
C 1.06193 -6.24497 0.89388  -0.086
H -0.96478 -9.66635 3.50320  0.072
H 0.46939 -8.69168 3.49566  0.060
H 0.45349 -10.38032 2.88034  0.068
H 0.60710 -8.98976 0.89500  0.103
H -1.03731 -9.76271 1.10404  0.112
H -0.56115 -7.53642 -0.61084  0.096
H -2.01437 -8.45291 -0.39236  0.108
H -2.91479 -6.52137 -1.14904  0.068
H -3.15258 -6.18756 0.55145  0.078
H -1.95428 -5.31946 -0.23084  0.044
H 0.10457 -6.55843 2.86439  0.097
H -0.74966 -5.64731 1.82225  0.092
H 1.78473 -7.05335 0.78344  0.058
H 1.66818 -5.48610 1.38853  0.061
H 0.85461 -5.82309 -0.08955  0.052
C -1.14446 0.54063 1.74182  -0.019
C -0.96225 0.55165 0.12664  -0.228
N -0.42446 -0.62866 -0.47826  -0.196
C -1.32737 -1.76861 -0.30486  -0.239
C -0.99474 -2.86710 -1.34709  -0.066
C 0.91343 -1.09520 -0.03837  -0.214
C 1.95502 0.06659 0.03264  -0.072
H -1.91175 -0.18199 2.01965  0.047
H -1.49974 1.53051 2.02817  0.033
H -0.16533 0.32708 2.17054  0.063
H -1.91398 0.72587 -0.37532  0.106
H -0.36871 1.40051 -0.21285  0.087
H -1.44461 -2.05995 0.73892  0.111
H -2.31815 -1.43020 -0.60805  0.097
H -0.75611 -2.29848 -2.24588  0.054
H -0.21885 -3.57438 -1.05409  0.064
H -1.88224 -3.44125 -1.61318  0.044
H 1.27837 -1.90444 -0.67087  0.109
H 0.84772 -1.44619 0.99148  0.104
H 1.54718 0.85309 0.66761  0.047
H 2.05800 0.43496 -0.98805  0.056
H 2.93064 -0.13772 0.47369  0.069
C 3.54455 7.30907 3.90045  -0.066
C 3.74969 6.34050 2.70036  -0.229
N 3.86296 4.95187 3.12859  -0.209
C 2.64913 4.30144 3.54424  -0.254
C 2.61850 2.74727 3.48578  -0.052
C 5.01383 4.65671 4.02293  -0.226
C 6.34481 5.24771 3.56034  -0.088
H 2.71522 6.98119 4.52720  0.062
H 3.16826 8.26765 3.54322  0.065
H 4.46208 7.52560 4.44759  0.067
H 3.01018 6.37235 1.90023  0.094
H 4.68492 6.56843 2.18899  0.099
H 1.86215 4.64127 2.87099  0.087
H 2.47681 4.75684 4.51944  0.101
H 1.68362 2.29997 3.82345  0.059
H 3.40153 2.30147 4.09916  0.058
H 2.83194 2.32922 2.50203  0.050
H 4.87450 5.02133 5.04064  0.105
H 5.11574 3.57867 4.14760  0.102
H 6.48233 6.32827 3.60008  0.067
H 7.18628 4.76158 4.05400  0.077
H 6.56172 5.03084 2.51439  0.055

Values from the calculation:
HOMO energy = -8.14 eV
strongest force on any atom = 4.02 eV/A
ΔE to the lowest compared entry with this formula, charge and spin = 4.9299 eV
orbital gap = 0.3025 Eh
SMILES string = O=S1(=O)OCCO1.O=S1(=O)OCCO1.O=S1(=O)OCCO1.O=S1(=O)OCCO1.O=S1(=O)OCCO1.O=S1(=O)OCCO1.CCN(CC)CC.CCN(CC)CC.CCN(CC)CC.CCN(CC)CC
energy = -158794.044 eV
LUMO level = 0.09 eV